# 1
{"formula": "C4H12N2O", "method": "ωB97M-V/def2-TZVPD", "species": ["C", "O", "C", "H", "H", "H", "H", "H", "C", "N", "C", "N", "H", "H", "H", "H", "H", "H", "H"], "xyz": [[-1.03, -1.73, 0.92], [-0.57, -1.26, -0.30], [0.04, -1.63, 2.00], [-1.39, -2.78, 0.86], [-1.94, -1.16, 1.21], [-0.37, -1.95, 2.97], [0.32, -0.58, 2.17], [0.89, -2.28, 1.78], [0.60, 0.40, -2.53], [0.46, 1.54, -1.55], [-0.04, 1.35, -0.36], [0.06, 2.19, 0.66], [1.57, -0.06, -2.41], [0.42, 0.82, -3.52], [-0.21, -0.27, -2.24], [1.04, 2.33, -1.79], [-0.44, 0.29, -0.07], [0.75, 2.94, 0.67], [-0.17, 1.84, 1.57]], "orbital_gap_ev": 7.244, "de_lowest_kcal_mol": 75.38, "charge": 0, "homo_ev": -6.9108, "e_tot_ha": -344.26490, "spin_multiplicity": 1}

=====

# 2
{"formula": "C4H12N3", "method": "ωB97M-V/def2-TZVPD", "species": ["N", "C", "N", "C", "C", "C", "N", "H", "H", "H", "H", "H", "H", "H", "H", "H", "H", "H", "H"], "xyz": [[2.24, -0.62, 0.65], [1.16, -0.96, 1.32], [-0.06, -0.59, 0.99], [-0.83, -1.02, -0.18], [-0.59, -0.19, -1.43], [-1.15, 1.20, -1.21], [-0.71, 1.78, 0.07], [3.17, -0.76, 1.02], [2.13, 0.25, 0.13], [1.37, -1.69, 2.10], [-0.23, 0.52, 0.92], [-0.80, -2.11, -0.28], [-1.88, -1.04, 0.15], [0.47, -0.04, -1.59], [-0.96, -0.73, -2.31], [-0.92, 1.85, -2.05], [-2.24, 1.21, -1.23], [0.14, 2.28, 0.19], [-1.38, 2.50, 0.34]], "orbital_gap_ev": 8.946, "smiles": "N/C=[NH+]\\CCCN", "de_lowest_kcal_mol": 61.23, "charge": 1, "homo_ev": -13.5068, "e_tot_ha": -323.58069, "spin_multiplicity": 1}

=====

# 3
{"formula": "C30H52ClF9N9O10S3", "method": "ωB97M-V/def2-TZVPD", "species": ["C", "C", "O", "N", "H", "H", "C", "H", "H", "H", "H", "H", "H", "C", "C", "N", "C", "C", "N", "C", "C", "H", "H", "H", "H", "H", "H", "H", "H", "H", "H", "H", "C", "C", "N", "C", "C", "N", "C", "C", "H", "H", "H", "H", "H", "H", "H", "H", "H", "H", "H", "C", "C", "N", "C", "C", "N", "C", "C", "H", "H", "H", "H", "H", "H", "H", "H", "H", "H", "H", "C", "C", "N", "C", "C", "N", "C", "C", "H", "H", "H", "H", "H", "H", "H", "H", "H", "H", "H", "Cl", "C", "F", "F", "F", "S", "O", "O", "O", "C", "F", "F", "F", "S", "O", "O", "O", "C", "F", "F", "F", "S", "O", "O", "O"], "xyz": [[2.15, -0.69, -0.33], [1.16, -0.94, -1.42], [1.26, -1.85, -2.18], [0.16, 0.14, -1.70], [0.48, 1.09, -1.50], [-0.06, 0.15, -2.70], [-1.15, -0.12, -0.96], [2.76, -1.60, -0.29], [1.68, -0.44, 0.62], [2.78, 0.13, -0.67], [-1.23, 0.24, 0.06], [-1.31, -1.19, -1.00], [-1.95, 0.28, -1.58], [-5.00, -5.08, -1.79], [-3.96, -4.30, -2.64], [-2.57, -4.70, -2.49], [-1.91, -5.51, -3.41], [-0.64, -5.63, -2.95], [-0.52, -4.90, -1.76], [-1.75, -4.44, -1.51], [0.69, -4.74, -0.91], [-6.00, -4.84, -2.15], [-4.97, -4.83, -0.73], [-4.97, -6.16, -1.93], [-3.89, -3.25, -2.36], [-4.30, -4.48, -3.66], [-2.36, -5.93, -4.29], [0.21, -6.25, -3.20], [-1.84, -3.79, -0.65], [1.43, -4.31, -1.57], [0.92, -5.76, -0.61], [0.43, -4.15, -0.04], [-1.71, 1.98, 2.14], [-2.31, 1.64, 3.50], [-2.05, 2.68, 4.46], [-0.83, 2.88, 5.02], [-0.83, 4.07, 5.70], [-2.12, 4.56, 5.61], [-2.80, 3.75, 4.80], [-2.64, 5.75, 6.27], [-0.63, 1.79, 2.14], [-1.93, 2.98, 1.76], [-1.98, 1.31, 1.33], [-1.97, 0.66, 3.83], [-3.40, 1.56, 3.39], [0.08, 2.32, 4.86], [0.03, 4.40, 6.25], [-3.83, 3.87, 4.49], [-3.43, 5.58, 7.00], [-3.02, 6.44, 5.52], [-1.86, 6.27, 6.81], [10.40, 2.68, -0.48], [10.09, 1.39, 0.32], [8.65, 1.12, 0.32], [7.85, 0.96, -0.77], [6.56, 0.96, -0.29], [6.65, 0.77, 1.07], [7.95, 0.84, 1.42], [5.58, 0.78, 2.08], [10.07, 2.53, -1.51], [11.47, 2.68, -0.73], [10.11, 3.59, 0.02], [10.55, 1.48, 1.30], [10.61, 0.60, -0.23], [8.18, 1.14, -1.78], [5.57, 0.99, -0.72], [8.29, 0.75, 2.44], [5.26, 1.82, 2.11], [5.99, 0.45, 3.03], [4.77, 0.14, 1.75], [-4.69, 1.11, -0.40], [-5.37, 2.39, -0.85], [-4.56, 3.08, -1.88], [-4.79, 2.96, -3.21], [-3.83, 3.73, -3.83], [-2.91, 4.09, -2.90], [-3.40, 3.72, -1.68], [-1.67, 4.83, -3.08], [-4.04, 1.26, 0.47], [-4.20, 0.53, -1.17], [-5.46, 0.50, 0.07], [-5.55, 3.09, -0.04], [-6.23, 1.96, -1.35], [-5.70, 2.52, -3.57], [-3.66, 3.93, -4.87], [-2.98, 3.87, -0.70], [-0.93, 4.07, -3.35], [-1.49, 5.40, -2.17], [-1.68, 5.43, -3.99], [0.63, 3.24, -0.75], [-1.07, -2.31, 2.35], [-0.99, -3.58, 2.71], [-0.67, -1.56, 3.37], [-0.24, -2.10, 1.30], [-2.80, -1.76, 1.82], [-2.78, -0.32, 2.11], [-2.81, -2.15, 0.39], [-3.78, -2.45, 2.64], [2.90, -3.98, 2.52], [3.27, -4.98, 3.31], [1.67, -4.21, 2.04], [2.97, -2.84, 3.21], [4.05, -3.94, 1.03], [3.73, -2.74, 0.22], [5.36, -3.87, 1.63], [3.86, -5.25, 0.42], [-3.78, -0.49, -4.09], [-4.08, -0.17, -2.82], [-4.58, -1.50, -4.42], [-4.00, 0.59, -4.84], [-1.98, -1.02, -4.35], [-1.93, -1.59, -5.68], [-1.17, 0.19, -4.30], [-1.70, -2.00, -3.30]], "orbital_gap_ev": 7.664, "charge": 1, "homo_ev": -9.9049, "e_tot_ha": -4972.81393, "spin_multiplicity": 1}

=====

# 4
{"formula": "C38H36IN14OSSiY", "method": "ωB97M-V/def2-TZVPD", "species": ["Y", "N", "C", "N", "N", "N", "N", "C", "N", "N", "N", "N", "H", "I", "C", "C", "C", "C", "C", "C", "C", "C", "C", "C", "H", "H", "H", "H", "H", "H", "C", "C", "N", "N", "C", "S", "N", "N", "H", "H", "H", "H", "H", "H", "C", "C", "C", "C", "Si", "O", "C", "C", "C", "C", "C", "C", "C", "C", "C", "C", "C", "C", "H", "H", "H", "H", "H", "H", "H", "H", "H", "H", "H", "H", "H", "H", "H", "H", "H", "H", "H", "N", "C", "C", "C", "C", "C", "C", "C", "H", "H", "H", "H"], "xyz": [[-0.12, -0.39, -0.30], [-3.35, -1.36, 1.71], [-2.34, -2.30, 1.80], [-2.40, -3.34, 2.62], [-1.23, -3.97, 2.44], [-0.52, -3.34, 1.58], [-1.19, -2.25, 1.13], [-3.56, -0.63, 0.54], [-4.78, -0.29, 0.15], [-4.57, 0.41, -0.99], [-3.31, 0.46, -1.26], [-2.62, -0.20, -0.29], [-4.20, -1.66, 2.14], [-0.95, 2.09, 1.84], [-1.65, 3.33, 0.30], [-2.38, 4.42, 0.67], [-2.85, 5.32, -0.31], [-2.55, 5.09, -1.62], [-1.80, 3.96, -2.01], [-1.52, 3.74, -3.38], [-0.79, 2.64, -3.75], [-0.33, 1.73, -2.78], [-0.56, 1.85, -1.42], [-1.31, 3.02, -1.05], [-2.61, 4.59, 1.72], [-3.44, 6.18, -0.01], [-2.91, 5.76, -2.39], [-1.90, 4.44, -4.11], [-0.58, 2.46, -4.80], [0.24, 0.88, -3.15], [1.42, -5.69, 0.05], [0.57, -5.09, -1.00], [-0.23, -5.72, -1.81], [-0.83, -4.71, -2.53], [-0.45, -3.48, -2.16], [-0.98, -2.00, -2.72], [0.49, -3.73, -1.21], [1.11, -2.73, -0.47], [1.41, -6.77, -0.06], [1.03, -5.42, 1.03], [2.44, -5.32, -0.02], [-1.56, -4.92, -3.18], [1.02, -2.98, 0.52], [2.08, -2.62, -0.76], [4.62, 0.15, 3.86], [3.37, 0.64, 3.13], [2.54, 1.51, 4.08], [3.80, 1.52, 1.95], [2.29, -0.82, 2.51], [1.25, -0.38, 1.39], [3.45, -2.16, 1.81], [4.16, -1.88, 0.64], [4.98, -2.83, 0.04], [5.11, -4.09, 0.60], [4.40, -4.40, 1.76], [3.57, -3.44, 2.34], [1.42, -1.51, 4.04], [0.04, -1.37, 4.14], [-0.67, -1.82, 5.24], [0.01, -2.42, 6.30], [1.39, -2.57, 6.23], [2.08, -2.12, 5.11], [5.23, 1.01, 4.18], [5.25, -0.48, 3.22], [4.37, -0.42, 4.76], [3.13, 2.38, 4.40], [2.25, 0.95, 4.98], [1.64, 1.88, 3.60], [4.38, 2.38, 2.31], [2.93, 1.89, 1.41], [4.42, 0.97, 1.23], [4.05, -0.91, 0.16], [5.51, -2.58, -0.88], [5.75, -4.83, 0.14], [4.47, -5.39, 2.19], [3.00, -3.72, 3.22], [-0.50, -0.91, 3.31], [-1.75, -1.72, 5.27], [-0.54, -2.78, 7.16], [1.92, -3.04, 7.04], [3.15, -2.26, 5.08], [7.04, 0.51, -3.76], [5.98, 0.38, -3.33], [4.66, 0.23, -2.79], [3.89, -0.89, -3.13], [2.62, -1.04, -2.59], [2.04, -0.12, -1.69], [2.83, 1.01, -1.43], [4.11, 1.19, -1.94], [4.30, -1.63, -3.81], [2.05, -1.91, -2.90], [2.43, 1.79, -0.79], [4.69, 2.07, -1.69]], "orbital_gap_ev": 7.025, "de_lowest_kcal_mol": 0.00, "charge": -2, "homo_ev": -2.9323, "e_tot_ha": -3335.45559, "spin_multiplicity": 1}

=====

# 5
{"formula": "C56H57Cl2N11", "method": "ωB97M-V/def2-TZVPD", "species": ["C", "C", "C", "N", "C", "C", "H", "H", "H", "H", "H", "C", "C", "C", "N", "C", "C", "H", "H", "H", "H", "H", "C", "C", "C", "N", "C", "C", "H", "H", "H", "H", "H", "C", "C", "C", "N", "C", "C", "H", "H", "H", "H", "H", "C", "C", "C", "N", "C", "C", "H", "H", "H", "H", "H", "C", "C", "C", "N", "C", "C", "H", "H", "H", "H", "H", "C", "C", "C", "N", "C", "C", "H", "H", "H", "H", "H", "C", "C", "C", "N", "C", "C", "H", "H", "H", "H", "H", "C", "C", "C", "N", "C", "C", "H", "H", "H", "H", "H", "C", "C", "C", "N", "C", "C", "H", "H", "H", "H", "H", "C", "C", "C", "N", "C", "C", "H", "H", "H", "H", "H", "Cl", "C", "Cl", "H", "H"], "xyz": [[3.90, 3.44, -4.49], [3.59, 3.26, -3.14], [2.34, 2.82, -2.81], [1.39, 2.39, -3.71], [1.80, 2.50, -5.02], [2.99, 3.04, -5.43], [4.92, 3.82, -4.77], [4.16, 3.61, -2.23], [2.11, 2.74, -1.76], [1.09, 2.08, -5.72], [3.29, 3.06, -6.48], [-2.82, -0.91, -1.38], [-2.49, -0.75, -0.05], [-3.14, -1.61, 0.88], [-4.03, -2.50, 0.55], [-4.38, -2.53, -0.80], [-3.81, -1.78, -1.78], [-2.29, -0.30, -2.18], [-1.80, -0.03, 0.39], [-2.82, -1.51, 1.90], [-5.18, -3.26, -1.10], [-4.13, -1.79, -2.84], [-1.32, -5.32, -2.83], [0.07, -5.20, -2.88], [0.75, -4.66, -1.76], [0.09, -4.23, -0.62], [-1.26, -4.33, -0.62], [-2.00, -4.83, -1.73], [-1.86, -5.77, -3.66], [0.69, -5.54, -3.69], [1.81, -4.50, -1.71], [-1.81, -4.10, 0.25], [-3.03, -4.89, -1.59], [-0.04, 6.25, -1.78], [-0.61, 5.30, -2.54], [-1.09, 4.14, -1.89], [-1.08, 4.01, -0.53], [-0.41, 4.95, 0.17], [0.07, 6.12, -0.39], [0.39, 7.10, -2.29], [-0.63, 5.36, -3.64], [-1.55, 3.34, -2.42], [-0.27, 4.72, 1.23], [0.59, 6.85, 0.17], [-0.28, -0.95, -4.87], [-0.69, -2.26, -4.85], [-2.02, -2.48, -4.72], [-2.96, -1.50, -4.69], [-2.57, -0.24, -4.79], [-1.20, 0.08, -4.86], [0.76, -0.77, -4.76], [-0.06, -3.11, -4.67], [-2.33, -3.52, -4.57], [-3.28, 0.52, -4.58], [-0.89, 1.10, -4.88], [-2.53, 1.92, 4.76], [-2.79, 1.86, 3.42], [-1.79, 2.20, 2.54], [-0.56, 2.61, 2.97], [-0.35, 2.63, 4.34], [-1.29, 2.27, 5.27], [-3.31, 1.63, 5.43], [-3.81, 1.84, 3.08], [-1.90, 2.23, 1.54], [0.58, 3.06, 4.68], [-1.08, 2.31, 6.33], [-6.02, 0.81, -1.65], [-5.20, 1.39, -0.73], [-4.14, 2.23, -1.17], [-3.91, 2.60, -2.46], [-4.73, 2.00, -3.34], [-5.77, 1.13, -3.01], [-6.91, 0.23, -1.44], [-5.42, 1.35, 0.31], [-3.64, 2.70, -0.34], [-4.47, 2.33, -4.34], [-6.27, 0.65, -3.88], [5.35, -0.20, -0.54], [4.83, 1.06, -0.82], [4.80, 1.96, 0.31], [5.27, 1.69, 1.51], [5.66, 0.43, 1.75], [5.65, -0.52, 0.78], [5.47, -0.96, -1.31], [4.38, 1.29, -1.79], [4.19, 2.88, 0.16], [6.02, 0.21, 2.75], [5.85, -1.54, 1.01], [0.83, 0.16, -1.37], [1.45, -1.09, -1.35], [2.06, -1.40, -0.11], [2.10, -0.56, 0.95], [1.45, 0.62, 0.86], [0.76, 0.98, -0.25], [0.47, 0.57, -2.30], [1.47, -1.81, -2.22], [2.53, -2.33, -0.03], [1.46, 1.25, 1.75], [0.23, 1.95, -0.31], [-0.90, -1.71, 5.04], [-0.95, -3.09, 5.26], [-0.62, -3.91, 4.15], [-0.16, -3.44, 2.95], [-0.12, -2.12, 2.82], [-0.54, -1.23, 3.78], [-1.02, -0.93, 5.78], [-1.33, -3.46, 6.18], [-0.73, -5.01, 4.23], [0.32, -1.79, 1.83], [-0.50, -0.13, 3.68], [2.25, -1.21, 5.15], [2.79, -0.42, 4.16], [3.14, 0.89, 4.49], [3.04, 1.41, 5.70], [2.62, 0.67, 6.68], [2.23, -0.69, 6.52], [2.16, -2.26, 4.90], [2.93, -0.73, 3.12], [3.45, 1.59, 3.77], [2.68, 1.03, 7.67], [1.92, -1.28, 7.33], [2.10, -6.39, 3.41], [2.67, -5.24, 2.26], [3.84, -4.13, 3.00], [3.23, -5.77, 1.54], [1.82, -4.73, 1.86]], "orbital_gap_ev": 9.431, "smiles": "c1ccncc1.c1ccncc1.c1ccncc1.c1ccncc1.c1ccncc1.c1ccncc1.c1ccncc1.c1ccncc1.c1ccncc1.c1ccncc1.c1ccncc1.ClCCl", "de_lowest_kcal_mol": 60.34, "charge": 0, "homo_ev": -8.9547, "e_tot_ha": -3690.68030, "spin_multiplicity": 1}

=====

# 6
{"formula": "C2H3N3O", "method": "ωB97M-V/def2-TZVPD", "species": ["O", "C", "N", "N", "C", "N", "H", "H", "H"], "xyz": [[-2.12, 0.77, -0.73], [-1.09, 0.90, 0.08], [-0.54, 0.12, 0.84], [0.40, -0.51, 1.37], [1.87, -0.18, -1.02], [1.21, 0.30, -1.83], [-2.36, -0.16, -0.85], [0.20, -0.60, 2.37], [2.44, -0.63, -0.23]], "orbital_gap_ev": [9.121, 9.122], "de_lowest_kcal_mol": 102.41, "charge": 0, "homo_ev": [-9.1595, -9.1598], "e_tot_ha": -317.36912, "spin_multiplicity": 1}